Record 1
Below is a cluster of 22 separate species, C22H88O22 in total, with properties calculated with ωB97M-V with the def2-TZVPD basis set.

orbital gap: 10.21 eV
relative energy (zero: lowest compared OMol25 entry of this formula, charge and spin): 11.7 kJ/mol

```
! wB97M-V def2-TZVPD RIJCOSX def2/J DEFGRID3
* xyz 0 1
C 16.0847 18.2011 12.9533
O 14.6209 18.1355 12.9706
H 16.4958 18.9093 12.1932
H 16.5096 18.5559 13.9255
H 16.4472 17.1682 12.7426
H 14.4260 17.6113 13.7967
C 17.6534 13.4148 17.1674
O 16.6698 12.5977 17.9023
H 18.5766 12.8216 16.9629
H 17.1435 13.5414 16.2321
H 17.8605 14.4129 17.5561
H 17.0637 12.1541 18.6340
C 12.0755 14.0651 12.3109
O 13.4938 14.0334 12.2128
H 11.8617 13.2841 13.0060
H 11.8080 15.0805 12.5545
H 11.6459 13.9943 11.2630
H 13.7812 14.9028 11.9037
C 8.1520 13.1616 14.1397
O 8.9849 13.2166 12.9611
H 8.6192 13.6145 14.9869
H 7.1750 13.6314 13.9653
H 8.0348 12.1871 14.4172
H 8.9789 14.1335 12.6658
C 14.2987 12.3216 9.0254
O 15.1642 13.4897 8.8941
H 13.4501 12.6035 9.6879
H 13.8587 11.9325 8.1003
H 14.8403 11.4590 9.3934
H 15.5340 13.6203 8.0066
C 8.3295 10.3293 11.9338
O 8.8071 11.1199 10.8473
H 7.7069 10.9556 12.5463
H 7.8622 9.4029 11.6607
H 9.1335 10.0871 12.5674
H 8.8410 12.0155 11.2420
C 17.0349 14.2124 11.9517
O 16.2092 14.8673 11.0579
H 16.6101 13.2038 12.1287
H 18.0953 14.2394 11.6041
H 16.9931 14.7148 12.9293
H 15.7530 14.1847 10.4316
C 7.2739 12.1114 7.6131
O 7.9531 12.3269 8.8241
H 7.7530 11.3033 7.0126
H 6.2234 11.9229 7.7746
H 7.3505 13.0185 7.0289
H 8.0903 11.5352 9.3642
C 10.3822 15.5342 8.3138
O 11.4674 14.7386 7.7582
H 9.6266 15.6705 7.5304
H 9.9533 15.1411 9.2390
H 10.8281 16.5271 8.5723
H 11.1152 13.8833 7.6187
C 15.3995 11.5714 5.2724
O 16.1456 11.6540 6.4802
H 14.3294 11.6781 5.5593
H 15.6541 12.4628 4.7348
H 15.5499 10.6601 4.6722
H 17.0872 11.4848 6.3159
C 11.0633 19.0780 11.3600
O 10.8744 17.6843 11.3510
H 10.1276 19.6192 11.6185
H 11.8355 19.3719 12.0462
H 11.1610 19.4718 10.2809
H 11.7933 17.3341 11.4487
C 8.8506 18.8897 17.7657
O 9.9616 19.7038 17.5066
H 9.0284 17.9967 17.2678
H 8.8230 18.6796 18.8583
H 7.8985 19.3657 17.4870
H 10.7776 19.1928 17.4739
C 13.5531 16.5950 9.8169
O 13.3166 16.4647 11.2597
H 13.1802 17.5592 9.4122
H 14.6302 16.5145 9.6204
H 13.0276 15.6799 9.4411
H 13.9117 17.0549 11.8214
C 13.1949 13.4624 17.1604
O 13.5463 14.7289 16.6932
H 12.5278 12.9627 16.4238
H 14.0226 12.7773 17.3505
H 12.5892 13.5746 18.0837
H 13.8629 14.6360 15.7749
C 12.3983 20.6021 14.8475
O 13.3888 20.8619 13.8725
H 12.6330 19.7638 15.5229
H 12.4235 21.4349 15.5017
H 11.4047 20.5795 14.4867
H 13.5399 20.0145 13.4262
C 10.7176 10.7623 7.8989
O 10.4086 12.0747 7.3875
H 11.7139 10.7650 8.3321
H 10.0246 10.5236 8.7478
H 10.6243 9.9927 7.1067
H 9.6123 12.3631 7.8603
C 11.1834 16.9060 15.6544
O 11.9666 17.1313 16.8417
H 11.8134 16.7617 14.7533
H 10.5987 15.9950 15.7659
H 10.5177 17.6931 15.4282
H 12.5787 16.3627 16.9479
C 15.6019 16.9086 16.1338
O 14.9359 16.3265 14.9613
H 14.9012 17.2752 16.8942
H 16.2911 16.1662 16.5683
H 16.2182 17.7518 15.8332
H 15.2680 15.4624 14.7241
C 12.2325 9.5967 11.0068
O 11.6876 10.8126 11.4342
H 11.6301 9.0138 10.3396
H 13.2002 9.7722 10.4467
H 12.5521 9.0262 11.8741
H 10.7810 10.9163 11.1025
C 15.0364 12.1998 14.6057
O 14.5309 13.5792 14.4974
H 15.2239 11.7915 13.6158
H 15.9450 12.1639 15.1847
H 14.2649 11.6206 15.0863
H 14.0994 13.6438 13.6046
C 14.5343 15.3058 6.2595
O 13.6283 14.1852 6.1666
H 14.8625 15.4461 7.3133
H 15.3579 15.0077 5.6484
H 14.0586 16.2010 5.8059
H 12.7579 14.4435 6.5222
C 7.7295 17.1241 12.9836
O 8.8827 16.3602 12.9900
H 7.8686 18.0072 13.5412
H 7.4417 17.5198 12.0226
H 6.8537 16.6023 13.3105
H 9.4701 16.8329 12.3752
*
```

These are the Löwdin partial charges, in e, on atoms 1 to 6: -0.089, -0.178, 0.096, 0.076, 0.077, 0.071

***

Record 2
Below is a cluster of 3 separate species, C4H16NO2 in total, with properties calculated with ωB97M-V with the def2-TZVPD basis set.

orbital gap: 12.27 eV
relative energy (zero: lowest compared OMol25 entry of this formula, charge and spin): 187.5 kJ/mol

```
! wB97M-V def2-TZVPD RIJCOSX def2/J DEFGRID3
* xyz 1 1
C -0.1420 -0.8996 2.7600
C 0.1758 -0.3911 1.2454
N -1.0336 -0.2166 0.3719
C -2.0549 0.8396 0.5176
C 1.4032 -1.2327 0.6672
H -0.4888 -1.9798 2.6267
H 0.7157 -0.9772 3.4039
H -0.7225 -0.1784 3.2332
H 0.5115 0.7039 1.3521
H -1.4922 -1.1112 0.5967
H -0.7266 -0.2322 -0.6942
H -2.3794 0.9991 1.5550
H -2.9692 0.6083 -0.0284
H -1.6200 1.7056 0.0684
H 1.0663 -2.1030 0.2005
H 1.8571 -0.7163 -0.3115
H 2.2808 -1.2887 1.3794
H 0.7384 0.7383 -2.6788
H -0.3455 -0.3571 -2.8000
O 0.0242 0.1689 -2.1294
H 1.2963 2.6120 -3.8331
H 2.3922 1.6442 -3.8222
O 1.5131 1.6639 -3.6804
*
```

These are the Löwdin partial charges, in e, on atoms 1 to 6: -0.021, -0.333, -0.031, -0.004, -0.045, 0.113

***

Record 3
Below is a structure of composition C10H19BClNO2PZr, with properties calculated with ωB97M-V with the def2-TZVPD basis set.

orbital gap: 3.68 eV

```
! wB97M-V def2-TZVPD RIJCOSX def2/J DEFGRID3
* xyz 3 1
C 0.2638 -0.4291 3.6978
C 1.0464 -0.2906 2.6395
C 1.8207 0.3385 1.3737
C 1.3389 -0.2449 -0.0516
Cl 3.0014 -0.6224 -0.8616
O 0.6952 -1.5253 -0.1272
B 0.1227 -1.6485 -1.4938
C 0.8525 -2.6768 -2.5618
N 1.1226 -3.9692 -1.8485
O 0.1013 -0.2613 -2.0481
C 0.6769 0.7347 -1.1753
P -0.7261 1.9220 -0.7250
C -2.3646 1.0660 -0.3822
C -2.3185 -0.0974 0.7496
C -0.2554 3.1989 0.5711
C -0.8730 2.8844 2.0490
H -0.2019 -0.5402 4.7506
H 2.9413 0.0649 1.5347
H 1.7826 1.4851 1.3341
H -1.0242 -1.9506 -1.5801
H 1.9058 -2.2619 -2.9068
H 0.2361 -2.8541 -3.5421
H 1.8844 -3.8474 -1.1504
H 0.2518 -4.1606 -1.3005
H 1.5018 1.2629 -1.7846
H -3.1126 1.8848 -0.0225
H -2.8112 0.6556 -1.3671
H -1.2785 -0.3340 1.1714
H -2.8201 -1.0380 0.2786
H -3.0189 0.1926 1.6369
H -0.7261 4.2187 0.2408
H 0.8908 3.4157 0.6252
H -0.2856 3.5221 2.8077
H -0.7664 1.7490 2.2196
H -1.9819 3.2313 2.0307
Zr 2.1277 -3.0747 -4.7819
*
```

These are the Löwdin partial charges, in e, on atoms 1 to 6: 0.136, -0.061, -0.140, -0.601, 0.729, -0.023

***

Record 4
Below is a structure of composition C18H17N3O7P2Pd, with properties calculated with ωB97M-V with the def2-TZVPD basis set.

orbital gap (spin up / spin down): 4.40 / 4.19 eV

```
! wB97M-V def2-TZVPD RIJCOSX def2/J DEFGRID3
* xyz 2 1
Pd 0.5900 -0.4687 -0.2705
N -0.9350 1.7030 -10.3213
C -0.8044 1.4669 -9.2049
C -0.6291 1.1613 -7.8059
C -0.2408 2.1628 -6.9203
C -0.0673 1.8654 -5.5788
C -0.2677 0.5640 -5.1274
C -0.6584 -0.4376 -6.0130
C -0.8456 -0.1379 -7.3526
C -0.0333 0.2193 -3.6971
C 1.0125 -0.6244 -3.3619
C 2.0337 -1.1964 -4.2959
C 2.8567 -1.9358 -3.5561
C 2.3802 -1.7940 -2.1587
N 1.3062 -1.0405 -2.0819
C -0.8796 0.7335 -2.7180
C -2.0353 1.6093 -2.9606
C -2.6310 1.7964 -1.7807
C -1.8240 1.0412 -0.7809
N -0.8190 0.4449 -1.3420
H -0.0676 3.1659 -7.2850
H 0.2441 2.6441 -4.8909
H -0.8477 -1.4441 -5.6553
H -1.1601 -0.9035 -8.0485
H 2.0682 -1.0090 -5.3578
H 3.7215 -2.5011 -3.8674
H 2.8363 -2.1937 -1.2602
H -2.3277 1.9874 -3.9268
H -3.5194 2.3676 -1.5588
H -1.9992 0.9587 0.2858
C 2.4828 -1.9010 3.6416
C 1.4290 -0.9968 3.0096
O 0.7443 -0.2681 4.0196
P 0.1173 -1.9848 2.2014
O -0.4979 -2.9315 3.2917
O 0.7960 -3.0274 1.2090
O -0.8423 -1.1311 1.4403
P 2.1527 0.1163 1.7346
O 3.1802 0.9142 2.5989
O 2.6163 -0.7357 0.5428
O 1.0408 1.0300 1.2194
H 2.0149 -2.6297 4.3029
H 3.1571 -1.2887 4.2384
H 3.0650 -2.4188 2.8787
H 0.4493 0.5896 3.6868
H -1.1837 -2.5643 3.8711
H 1.1498 -3.8347 1.6121
H 3.7231 1.6028 2.1838
*
```

These are the Löwdin partial charges, in e, on atoms 1 to 6: 1.050, 0.209, -0.151, -0.191, 0.017, -0.009

***

Record 5
Below is a cluster of 15 separate species, C4H28BO22 in total, with properties calculated with ωB97M-V with the def2-TZVPD basis set.

orbital gap (spin up / spin down): 6.45 / 2.25 eV
relative energy (zero: lowest compared OMol25 entry of this formula, charge and spin): 30.7 kJ/mol
expectation value of S²: 0.759

```
! wB97M-V def2-TZVPD RIJCOSX def2/J DEFGRID3
* xyz 0 2
O 0.3488 -2.8132 -1.6729
C 0.1154 -1.7533 -1.1241
O 0.6703 -1.3132 0.0699
B 0.1960 0.0282 0.3780
O -0.6881 0.3841 -0.7893
C -0.8033 -0.6374 -1.6638
O -1.4299 -0.6637 -2.6992
O 1.3994 0.8982 0.4696
C 1.4101 1.6485 1.5423
O 2.2491 2.4961 1.8551
C 0.1196 1.2680 2.2766
O -0.4775 0.2517 1.6317
O -0.2220 1.8151 3.3359
O -3.2928 1.1928 2.9372
H -2.5160 0.9352 3.4336
H -3.0936 2.0734 2.6195
O -1.2620 1.4549 -4.7336
H -1.2730 0.6023 -4.2986
H -1.5491 2.0716 -4.0602
O -0.7724 -4.4131 -3.9947
H -0.5968 -3.8144 -4.7206
H -0.8868 -3.8421 -3.2350
O 2.8023 1.0060 -2.5214
H 3.6868 1.3289 -2.3490
H 2.2302 1.7371 -2.2879
O 2.6636 -2.6453 -3.7487
H 2.0837 -2.4437 -3.0143
H 3.4328 -3.0464 -3.3440
O 4.3742 3.7108 -0.0063
H 3.8877 3.0301 0.4586
H 3.6995 4.2400 -0.4317
O 2.0864 -1.9409 2.9068
H 2.7297 -2.6369 2.7727
H 1.9601 -1.5602 2.0377
O -0.6032 4.4616 4.1414
H 0.3284 4.4076 4.3548
H -0.7833 3.6609 3.6487
O 4.7177 -0.2078 -0.0349
H 4.0869 0.4764 -0.2588
H 5.5392 0.0846 -0.4299
O -0.6696 2.1754 6.5509
H -0.0423 2.8041 6.1940
H -0.6878 1.4644 5.9103
O 0.0782 -5.2640 -0.1360
H 0.6219 -5.1201 -0.9105
H -0.6497 -4.6505 -0.2365
O -3.2597 -1.4630 1.2817
H -3.4570 -0.7781 1.9206
H -2.3055 -1.5368 1.2959
O -4.6189 -1.3978 -3.3398
H -5.2847 -0.7218 -3.4659
H -3.8056 -0.9927 -3.6408
O -4.4192 1.4829 -0.5345
H -4.6037 0.9857 0.2624
H -3.4645 1.4803 -0.6033
*
```

These are the Löwdin partial charges, in e, on atoms 1 to 6: 0.151, -0.251, 0.218, -0.883, 0.208, -0.308

***

Record 6
Below is a structure of composition C13H15Cl2NO3Si, with properties calculated with ωB97M-V with the def2-TZVPD basis set.

orbital gap: 9.47 eV
relative energy (zero: lowest compared OMol25 entry of this formula, charge and spin): 0.0 kJ/mol

```
! wB97M-V def2-TZVPD RIJCOSX def2/J DEFGRID3
* xyz 0 1
N 1.7472 3.3573 -3.3154
O -0.2155 0.9857 1.7705
Cl -1.9212 -4.5559 2.7589
Cl -2.4104 0.2776 -1.0514
C 1.7603 2.2329 -2.9851
O -0.0995 -2.3405 2.8578
O 0.5922 -0.0683 -0.1169
C -0.2478 0.0701 0.9543
C -3.1980 -3.0235 0.9737
C -3.3084 -1.9305 0.1215
C -2.1053 -3.1234 1.8319
C -2.4176 -0.8969 0.2240
C -1.1236 -2.1219 1.9221
C -1.2959 -0.9763 1.0946
C 0.6957 -1.2057 3.1637
C 0.5314 0.1232 -3.1890
C 0.0482 2.6984 -0.5884
C 2.9581 1.7504 0.0504
C 1.6458 0.8953 -2.5305
Si 1.2956 1.3087 -0.7318
H -4.0080 -3.7292 1.0153
H -4.1994 -1.8010 -0.4625
H 1.3290 -0.9773 2.3016
H 1.3609 -1.4052 4.0054
H 0.0662 -0.3608 3.4597
H 0.6839 0.0115 -4.2518
H 0.4008 -0.8608 -2.7727
H -0.4028 0.6781 -2.9874
H 0.0181 3.1909 0.3759
H 0.3108 3.4994 -1.2665
H -0.9580 2.3240 -0.8023
H 3.4726 2.6079 -0.3970
H 2.6668 2.0170 1.0551
H 3.6829 0.9369 0.0753
H 2.6447 0.4119 -2.5628
*
```

These are the Löwdin partial charges, in e, on atoms 1 to 6: 0.172, 0.087, 0.739, 0.798, -0.313, -0.094

***

Record 7
Below is a structure of composition C8H18Cl4F14HfNO6P2S2, with properties calculated with ωB97M-V with the def2-TZVPD basis set.

orbital gap (spin up / spin down): 6.59 / 6.61 eV
expectation value of S²: 0.751

```
! wB97M-V def2-TZVPD RIJCOSX def2/J DEFGRID3
* xyz 0 2
Hf 21.5201 -23.6737 -10.2410
P 24.5553 -21.1815 -11.7978
F 25.6569 -22.3644 -11.5440
F 25.5824 -20.3066 -12.7078
F 24.1467 -22.0493 -13.0722
F 23.4127 -20.0807 -12.1912
F 23.6088 -21.9818 -10.7663
F 25.0674 -20.3835 -10.5185
P 20.0450 -22.6394 -12.8158
F 20.9830 -21.8120 -11.7341
F 18.9564 -21.4858 -12.6814
F 20.6777 -21.8952 -14.0503
F 19.1862 -23.5799 -13.7339
F 21.2810 -23.7230 -12.7384
F 19.5238 -23.4738 -11.4892
N 20.4390 -22.0226 -9.2520
S 20.4584 -20.4681 -8.8133
O 20.5977 -20.1321 -7.4106
O 19.9862 -19.4522 -9.7240
F 22.0234 -20.5335 -9.1967
S 18.7633 -21.9141 -8.8561
O 17.9977 -21.2606 -9.9432
O 18.3029 -21.9276 -7.4565
F 18.5004 -23.4316 -9.2546
Cl 25.2955 -17.4549 -13.0436
C 27.0933 -17.5084 -13.3022
C 27.5613 -18.3914 -14.5160
Cl 29.3090 -18.2475 -14.7860
H 27.6461 -17.9301 -12.4627
H 27.3582 -16.4655 -13.4761
H 27.0479 -17.9796 -15.3848
H 27.3875 -19.4586 -14.3785
Cl 18.8433 -16.9564 -11.8026
C 19.7128 -18.2233 -12.7425
C 21.1632 -18.0680 -12.9965
Cl 21.4011 -16.7610 -14.2038
H 19.3534 -18.4169 -13.7532
H 19.5364 -19.1601 -12.2140
H 21.5425 -19.0595 -13.2438
H 21.7278 -17.7242 -12.1298
C 23.9943 -25.0910 -12.2410
O 23.4877 -24.7440 -10.9415
C 24.4900 -25.1489 -10.0083
C 24.4985 -24.2649 -8.8405
O 23.2330 -23.5032 -8.7013
C 23.2498 -22.8770 -7.3665
H 23.1884 -24.8856 -12.9457
H 24.2014 -26.1573 -12.3311
H 24.8411 -24.4453 -12.4737
H 25.4910 -25.0795 -10.4341
H 24.2676 -26.1509 -9.6413
H 25.2360 -23.5004 -9.0847
H 24.7228 -24.6959 -7.8648
H 23.4518 -23.6602 -6.6358
H 22.2982 -22.4762 -7.0174
H 23.9489 -22.0552 -7.2116
*
```

These are the Löwdin partial charges, in e, on atoms 1 to 6: 1.943, 0.158, -0.173, -0.196, -0.134, -0.161

***

Record 8
Below is the molecule C5H11N, with properties calculated with ωB97M-V with the def2-TZVPD basis set.

orbital gap: 9.21 eV
SMILES: C/C=C(\C)NC
relative energy (zero: lowest compared OMol25 entry of this formula, charge and spin): 205.9 kJ/mol

```
! wB97M-V def2-TZVPD RIJCOSX def2/J DEFGRID3
* xyz 0 1
C -1.8353 0.7457 1.4175
C -1.1452 0.0960 0.1929
C 0.1212 0.3459 -0.1302
C 1.2541 0.9928 0.6363
N 0.5070 -0.2399 -1.3400
C 1.1499 -1.5878 -1.4971
H -1.4155 1.7528 1.9897
H -2.1898 -0.1235 2.1806
H -2.8841 1.0818 1.1159
H -1.7133 -0.7533 -0.2843
H 1.4644 1.9962 0.2172
H 0.9553 1.0100 1.6895
H 2.1525 0.3585 0.5035
H -0.3442 -0.0950 -1.9095
H 0.8130 -2.3106 -0.7550
H 2.2519 -1.3933 -1.5019
H 0.8581 -1.8763 -2.5251
*
```

These are the Löwdin partial charges, in e, on atoms 1 to 6: -0.150, -0.149, -0.419, -0.033, -0.112, -0.087

***

Electronic energy (computed, eV): -69277.4453 -9985.4385 -39988.4845 -59787.7674 -50323.9556 -54280.3574 -152058.3439 -6851.3945